(1)
# C2H6N2O

A 2-piece molecular cluster, C2H6N2O overall in a non-equilibrium geometry (ωB97M-V with the def2-TZVPD basis set, OMol25).

```
11
Properties=species:S:1:pos:R:3:forces:R:3
C 0.126744 -1.026272 1.861365 1.3 0.1 2.6
N -0.577953 -1.068899 2.934489 -2.5 -0.6 -2.2
H 0.868521 -0.169412 1.875869 -0.5 -1.3 -0.7
H 0.232466 -1.979999 1.314343 -0.2 1.1 -1.0
H -1.357857 -1.793691 2.707486 1.8 0.7 1.3
C 0.698533 1.241703 -1.993613 1.4 -1.6 0.1
N -0.556586 0.644683 -1.729521 1.4 0.5 0.4
O 1.871964 0.872156 -2.156336 -3.2 -0.6 0.4
H 0.514025 2.263021 -2.057772 -0.4 2.4 -0.2
H -0.639660 -0.344782 -1.467191 0.0 0.8 -0.1
H -1.180198 1.361491 -1.289119 0.6 -1.5 -0.6
```
Positions in Å, forces in eV/Å.

Summary:
Energy relative to the best compared isomer or geometry (same formula, charge and spin), kcal per mole: 60.04
Gap between HOMO and LUMO, eV: 10.877
HOMO energy, eV: -10.2
Total energy, hartree: -264.4916

---

(2)
# C2H6N2O

One molecule with the formula C2H6N2O in a non-equilibrium geometry (ωB97M-V with the def2-TZVPD basis set, OMol25).

```
11
Properties=species:S:1:pos:R:3:forces:R:3
C 0.089367 1.314045 -1.045239 0.3 0.9 -1.7
C -0.083764 -0.900040 0.013836 -0.2 -0.6 1.3
H 1.296848 1.598851 -1.129810 -3.2 -0.9 0.3
H -0.212166 0.589607 -1.943683 0.7 2.2 1.4
H -0.550180 2.347943 -0.949456 1.7 -2.6 -0.7
H 0.204836 0.985895 1.096216 -2.1 -2.3 -3.9
H -0.585148 -0.899726 2.021848 0.5 -0.7 -0.4
H 0.282425 -2.473225 1.564215 -2.0 3.6 -1.4
N -0.292316 0.501139 0.087265 2.7 1.5 4.1
N -0.237619 -1.502825 1.270482 1.4 -2.1 1.2
O 0.087717 -1.561665 -0.985674 0.2 0.8 -0.1
```
Positions in Å, forces in eV/Å.

Summary:
Energy relative to the best compared isomer or geometry (same formula, charge and spin), kcal per mole: 46.62
Gap between HOMO and LUMO, eV: 10.290
HOMO energy, eV: -9.6
Total energy, hartree: -264.5130

---

(3)
# C2H6N2O

One molecule with the formula C2H6N2O in a non-equilibrium geometry (ωB97M-V with the def2-TZVPD basis set, OMol25).

```
11
Properties=species:S:1:pos:R:3:forces:R:3
O 2.513687 0.407871 0.216360 0.2 1.1 0.5
C 1.738670 0.449906 -0.703557 -1.0 -2.3 -0.3
N 0.409557 0.057895 -0.640559 0.6 0.5 -0.5
C -0.401817 -0.038731 0.582161 1.1 0.3 -1.1
N -1.780295 -0.340668 0.203859 0.1 0.1 1.1
H 2.048536 0.557302 -1.758176 0.1 0.4 0.1
H 0.117445 -0.474894 -1.444401 -0.4 0.3 -0.1
H 0.060214 -0.801381 1.212797 -0.3 0.2 0.4
H -0.287522 0.975648 0.984277 -0.2 -0.5 0.6
H -2.068291 -1.173144 0.709383 0.0 -0.1 -0.3
H -2.350186 0.380195 0.637855 -0.2 0.0 -0.4
```
Positions in Å, forces in eV/Å.

Summary:
Energy relative to the best compared isomer or geometry (same formula, charge and spin), kcal per mole: 26.26
Gap between HOMO and LUMO, eV: 10.471
HOMO energy, eV: -9.6
Total energy, hartree: -264.5455

---

(4)
# C2H6N2O

A 2-piece molecular cluster, C2H6N2O overall in a non-equilibrium geometry (ωB97M-V with the def2-TZVPD basis set, OMol25).

```
11
Properties=species:S:1:pos:R:3:forces:R:3
C -2.486590 0.040693 0.213117 1.3 0.7 0.0
N -1.804434 0.818199 -0.534197 -3.0 0.1 -1.5
H -2.035314 -0.878472 0.618443 -0.9 -0.7 -0.6
H -3.476132 0.380173 0.537763 0.4 0.1 1.1
H -1.508636 0.398436 -1.415749 2.1 -0.3 0.9
C 2.253144 0.390248 0.119374 0.3 -0.2 0.2
N 1.504173 -0.751188 0.072476 0.9 0.8 -0.3
O 2.167832 1.220866 0.987192 0.0 0.1 0.2
H 3.037104 0.441882 -0.653938 -0.3 0.1 -0.3
H 0.945769 -0.890571 0.897781 -0.6 -0.3 -0.5
H 1.403082 -1.170268 -0.842267 -0.3 -0.4 0.7
```
Positions in Å, forces in eV/Å.

Summary:
Energy relative to the best compared isomer or geometry (same formula, charge and spin), kcal per mole: 69.60
Gap between HOMO and LUMO, eV: 9.476
HOMO energy, eV: -9.0
Total energy, hartree: -264.4764

---

(5)
# C2H6N2O

C2H6N2O as an isolated structure in a non-equilibrium geometry (ωB97M-V with the def2-TZVPD basis set, OMol25).

```
11
Properties=species:S:1:pos:R:3:forces:R:3
C 0.708690 0.122356 -1.523557 1.4 -1.3 -3.0
C -0.220567 -0.127624 0.480969 -2.6 0.1 3.0
H 1.734224 -0.622645 -1.331815 -2.8 2.1 -1.6
H -0.303613 -0.674874 -1.947281 3.3 3.0 1.6
H 0.841860 1.162669 -2.146684 0.1 -3.2 0.9
H 0.251743 1.311346 1.708757 0.2 0.6 0.9
H -0.655599 0.106152 2.645929 0.6 0.4 -1.7
H -1.705240 -1.309249 0.608245 1.6 -0.2 -0.5
N -0.346074 0.518625 1.740495 -0.5 -1.3 -0.5
N -0.856617 -1.129795 0.008313 -1.3 0.0 1.3
O 0.551190 0.643039 -0.243370 0.0 -0.2 -0.2
```
Positions in Å, forces in eV/Å.

Summary:
Energy relative to the best compared isomer or geometry (same formula, charge and spin), kcal per mole: 72.90
Gap between HOMO and LUMO, eV: 10.273
HOMO energy, eV: -9.4
Total energy, hartree: -264.4711

---

(6)
# C2H6N2O

C2H6N2O as an isolated structure in a non-equilibrium geometry (ωB97M-V with the def2-TZVPD basis set, OMol25).

```
11
Properties=species:S:1:pos:R:3:forces:R:3
C 0.797395 -1.515215 -0.192253 2.3 -1.2 -0.5
C -0.650672 1.271052 0.265852 1.4 1.2 0.1
H 0.407214 -2.884923 -0.101658 1.2 4.5 -0.4
H 1.035346 -1.091287 1.134266 -0.7 -1.2 -4.7
H 1.851754 -1.321804 -1.131152 -2.9 -1.2 3.6
H -1.881259 -0.171423 -0.349389 -1.3 -0.1 -0.1
H -1.399450 1.798659 0.834445 -0.7 -0.3 0.4
H 0.532210 2.790514 0.459838 -0.6 -0.4 -0.6
N -0.980167 -0.106717 0.056798 1.1 1.9 -0.6
N 0.428368 1.904447 -0.054405 -0.8 -1.8 0.6
O -0.140740 -0.673304 -0.922342 1.1 -1.4 2.2
```
Positions in Å, forces in eV/Å.

Summary:
Energy relative to the best compared isomer or geometry (same formula, charge and spin), kcal per mole: 157.08
Gap between HOMO and LUMO, eV: 10.732
HOMO energy, eV: -9.9
Total energy, hartree: -264.3370

---

(7)
# C2H6N2O2

A 2-piece molecular cluster, C2H6N2O2 overall in a non-equilibrium geometry (ωB97M-V with the def2-TZVPD basis set, OMol25).

```
12
Properties=species:S:1:pos:R:3:forces:R:3
C 1.688938 0.108393 -0.560041 1.8 -0.9 1.4
C -1.071183 0.585846 0.960040 0.6 -0.6 1.6
N 0.033257 -1.145065 -0.168479 0.8 0.1 3.0
N -0.927968 -0.351588 -0.128154 -2.6 -1.6 -2.4
O 1.378224 1.113534 0.031826 0.5 1.1 -1.0
O -1.795944 -0.300816 -1.028379 0.2 0.3 0.1
H 2.495879 -0.537345 -0.043966 -0.9 0.4 -1.1
H 1.340121 -0.220584 -1.566314 0.5 0.8 0.1
H -0.947456 0.001274 1.942004 0.3 1.4 -1.5
H -0.311602 1.289743 0.610018 0.4 0.2 1.3
H -1.997677 1.141409 0.943358 -0.5 -0.6 -0.4
H 0.115413 -1.684800 -0.991911 -1.0 -0.5 -1.3
```
Positions in Å, forces in eV/Å.

Summary:
Energy relative to the best compared isomer or geometry (same formula, charge and spin), kcal per mole: 124.37
Gap between HOMO and LUMO (alpha / beta), eV: 9.971 / 9.971
HOMO energy (alpha / beta), eV: -9.9 / -9.9
Total energy, hartree: -339.6345

---

(8)
# C2H6N2O2

A 2-piece molecular cluster, C2H6N2O2 overall in a non-equilibrium geometry (ωB97M-V with the def2-TZVPD basis set, OMol25).

```
12
Properties=species:S:1:pos:R:3:forces:R:3
C -1.121936 1.747490 0.421292 2.0 -1.5 1.5
C -0.210982 0.363515 2.000070 2.6 1.0 0.7
N 0.512213 -0.987724 -1.336176 -2.8 -1.4 -0.1
N -0.365812 -0.413886 2.941424 -0.8 -0.3 1.7
O 0.297643 0.085050 -2.218839 0.7 1.3 -2.0
O -1.307835 0.865396 1.443885 -2.6 2.1 -3.4
H -2.050440 2.243140 0.260204 -1.6 0.0 0.0
H 0.698191 0.901721 1.665006 -0.3 -0.3 0.1
H -0.491741 -1.482610 -1.413703 2.9 1.0 0.7
H 0.349251 -0.359212 3.656132 0.8 -0.9 -0.6
H 0.497986 -0.486949 -0.443439 0.0 -0.5 -0.1
H 0.963121 0.056901 -2.958278 -0.8 -0.4 1.4
```
Positions in Å, forces in eV/Å.

Summary:
Energy relative to the best compared isomer or geometry (same formula, charge and spin), kcal per mole: 167.60
Gap between HOMO and LUMO, eV: 9.047
HOMO energy, eV: -9.4
Total energy, hartree: -339.5656

---

(9)
# C2H6N2O2

C2H6N2O2 as an isolated structure in a non-equilibrium geometry (ωB97M-V with the def2-TZVPD basis set, OMol25).

```
12
Properties=species:S:1:pos:R:3:forces:R:3
C 0.682999 -0.099403 0.119043 3.2 -3.2 0.2
N 1.168495 0.802274 -0.792271 -0.4 -0.2 0.1
C -2.173632 0.431582 0.596403 1.0 -0.3 0.6
O -0.279089 -0.933120 -0.252534 -4.5 3.3 -0.4
O 1.625772 -1.593083 0.324074 0.4 2.3 0.7
N -1.584820 0.156137 -0.470952 0.6 -1.9 -1.1
H 1.622130 -2.086449 -0.507721 -0.3 0.4 -0.1
H 0.674559 0.291470 1.141974 0.1 -0.3 -0.1
H 1.184420 0.487741 -1.753019 0.1 0.1 0.2
H 1.931607 1.390609 -0.495819 -0.1 -0.2 -0.1
H -3.152298 0.908246 0.525748 0.3 0.3 0.0
H -1.700142 0.243996 1.565075 -0.5 -0.3 0.1
```
Positions in Å, forces in eV/Å.

Summary:
Energy relative to the best compared isomer or geometry (same formula, charge and spin), kcal per mole: 123.71
Gap between HOMO and LUMO (alpha / beta), eV: 9.673 / 9.672
HOMO energy (alpha / beta), eV: -9.1 / -9.1
Total energy, hartree: -339.6355

---

(10)
# C2H6N2O2

One molecule with the formula C2H6N2O2 in a non-equilibrium geometry (ωB97M-V with the def2-TZVPD basis set, OMol25).

```
12
Properties=species:S:1:pos:R:3:forces:R:3
C 1.760929 -0.757460 0.010140 0.0 1.2 -1.8
C -0.180072 0.417380 0.095259 -0.3 0.8 -0.5
H 1.959051 0.199356 -0.549022 0.5 -1.0 0.9
H 2.047192 -1.545244 -0.676533 0.0 -0.5 0.4
H 2.244134 -0.781395 0.980621 0.0 -0.1 0.0
H -0.144387 2.214604 -0.025627 0.4 0.6 -0.3
H -2.069584 1.050245 -0.236393 -0.4 1.7 -0.9
H -2.867625 -1.000888 0.325058 1.3 0.1 -0.6
N 0.539420 1.461357 -0.087551 -1.7 0.4 0.7
N -1.580608 0.354082 0.237964 2.0 1.0 1.8
O 0.328051 -0.782979 0.119391 1.0 -1.2 0.4
O -2.036501 -0.829059 -0.193303 -2.9 -2.9 -0.2
```
Positions in Å, forces in eV/Å.

Summary:
Energy relative to the best compared isomer or geometry (same formula, charge and spin), kcal per mole: 79.96
Gap between HOMO and LUMO, eV: 9.892
HOMO energy, eV: -9.2
Total energy, hartree: -339.7052